No. 1
Computed, not measured: an isolated molecule of C22H23N3O6S, with ωB97M-V with the def2-TZVPD basis set.

Calculated values
2S+1	1
energy above the lowest of the compared OMol25 structures with the same formula, charge and spin	1.624	eV
SMILES string	O=C(OCCOCC/N=C1\NS(=O)(=O)c2ccccc21)[C@H]1CC(=O)N(c2ccccc2)C1
DFT total energy	-1866.066002	Eh

```
55
C22H23N3O6S | the Open Molecules 2025 dataset | ωB97M-V with the def2-TZVPD basis set
O -3.150 -3.007 0.563
C -2.221 -2.266 0.761
O -2.351 -1.054 1.307
C -3.637 -0.692 1.802
H -3.446 0.126 2.500
C -4.599 -0.236 0.705
O -4.145 0.982 0.143
C -4.188 1.083 -1.271
C -3.210 0.170 -2.031
N -1.805 0.450 -2.033
C -1.122 1.073 -1.170
N -1.500 1.693 -0.006
S -0.214 2.190 0.957
O -0.331 3.584 1.247
O -0.104 1.301 2.082
C 0.985 1.820 -0.300
C 2.343 2.041 -0.300
C 3.067 1.622 -1.408
C 2.431 1.004 -2.476
C 1.061 0.799 -2.468
C 0.333 1.211 -1.360
H 0.556 0.319 -3.290
H 3.010 0.672 -3.322
H 4.136 1.772 -1.431
H 2.819 2.520 0.540
H -2.437 1.552 0.359
H -3.507 0.185 -3.086
H -3.334 -0.866 -1.688
H -3.959 2.130 -1.483
H -5.204 0.863 -1.623
H -4.688 -1.020 -0.052
H -5.586 -0.072 1.157
H -4.076 -1.549 2.322
C -0.785 -2.620 0.430
H -0.665 -3.677 0.693
C 0.282 -1.768 1.126
N 1.375 -1.705 0.171
C 1.013 -2.081 -1.084
O 1.714 -2.099 -2.070
C -0.463 -2.447 -1.059
H -1.003 -1.611 -1.511
H -0.658 -3.338 -1.652
C 2.624 -1.189 0.548
C 3.768 -1.471 -0.197
C 4.991 -0.954 0.187
C 5.099 -0.162 1.317
C 3.965 0.114 2.061
C 2.733 -0.391 1.686
H 1.862 -0.136 2.267
H 4.033 0.732 2.945
H 6.057 0.236 1.616
H 5.868 -1.181 -0.400
H 3.693 -2.086 -1.077
H -0.097 -0.768 1.358
H 0.629 -2.231 2.054
```

=====

No. 2
Computed, not measured: a structure of composition C3H2AgLiO3, with ωB97M-V with the def2-TZVPD basis set.

Calculated values
2S+1	2
charge	+1
⟨S²⟩	0.75
energy above the lowest of the compared OMol25 structures with the same formula, charge and spin	2.534	eV
DFT total energy	-495.346022	Eh

```
10
C3H2AgLiO3 | the Open Molecules 2025 dataset | ωB97M-V with the def2-TZVPD basis set
C -0.132 -1.524 0.048
C 0.130 -0.074 -0.061
O -0.884 0.678 0.535
C -0.920 2.034 0.288
O -0.187 2.434 -0.634
O 0.680 -2.402 0.123
Li -0.965 4.052 0.018
H 1.146 0.177 0.282
H -0.055 -0.224 -1.222
Ag 1.185 -5.151 0.623
```

=====

No. 3
Computed, not measured: a structure of composition C20H28AsCl2F2N4OSW, with ωB97M-V with the def2-TZVPD basis set.

Calculated values
2S+1	3
charge	+3
⟨S²⟩	2.02
energy above the lowest of the compared OMol25 structures with the same formula, charge and spin	0.046	eV
DFT total energy	-4893.389051	Eh

```
60
C20H28AsCl2F2N4OSW | the Open Molecules 2025 dataset | ωB97M-V with the def2-TZVPD basis set
W -0.968 -0.252 -0.269
F 3.404 1.235 -3.075
C 2.275 1.634 -2.511
C 1.513 0.695 -1.824
C 0.332 1.100 -1.208
C -0.116 2.430 -1.342
C 0.703 3.327 -2.031
F 0.328 4.593 -2.168
C 1.903 2.959 -2.612
C -1.464 2.726 -0.841
C -2.067 3.976 -0.796
C -3.369 4.098 -0.339
C -4.058 2.965 0.078
C -3.409 1.756 0.035
N -2.142 1.618 -0.419
H 1.866 -0.328 -1.793
H 2.507 3.684 -3.141
H -1.522 4.848 -1.115
H -3.839 5.072 -0.304
H -5.074 3.018 0.441
H -3.901 0.857 0.375
N -1.597 -0.552 -2.472
N -1.620 -1.867 -2.976
C -1.006 -2.846 -2.300
N -0.948 -4.052 -2.820
S -0.267 -2.548 -0.770
H -2.528 -0.146 -2.589
H -0.947 0.016 -3.024
H -1.960 -1.997 -3.922
H -1.320 -4.279 -3.734
H -0.489 -4.798 -2.316
C 3.116 -2.258 -0.254
C 2.988 -0.947 0.502
As 1.248 -0.539 1.277
C 0.981 -1.909 2.633
C 2.188 -2.083 3.552
C 1.479 1.164 2.216
C 2.933 1.552 2.468
H 4.172 -2.458 -0.434
H 2.621 -2.227 -1.224
H 2.718 -3.104 0.308
H 3.302 -0.087 -0.085
H 3.608 -0.955 1.403
H 0.732 -2.837 2.114
H 0.101 -1.612 3.207
H 3.068 -2.437 3.017
H 1.950 -2.829 4.310
H 2.441 -1.161 4.075
H 0.930 1.063 3.155
H 0.977 1.924 1.614
H 3.462 0.816 3.072
H 2.952 2.493 3.017
H 3.486 1.704 1.542
Cl -3.599 -1.647 -0.247
C -3.838 -2.726 1.203
Cl -2.467 -2.645 2.289
H -3.950 -3.732 0.816
H -4.729 -2.366 1.705
O -1.691 0.628 2.778
C -1.400 0.276 1.753
```

=====

No. 4
Computed, not measured: a cluster of 2 separate species, C2H6BrClP in total, with ωB97M-V with the def2-TZVPD basis set.

Calculated values
2S+1	1
charge	+1
energy above the lowest of the compared OMol25 structures with the same formula, charge and spin	2.770	eV
DFT total energy	-3455.014234	Eh

```
11
C2H6BrClP | the Open Molecules 2025 dataset | ωB97M-V with the def2-TZVPD basis set
C -0.031 0.691 1.467
C -0.542 -0.114 -1.529
P 0.010 -0.543 0.143
Cl -0.849 -2.206 0.959
Br 3.361 -0.712 -0.347
H 0.943 1.042 1.449
H -0.263 0.222 2.375
H -0.782 1.633 1.344
H -0.529 0.967 -1.603
H -1.503 -0.548 -1.950
H 0.185 -0.431 -2.309
```

=====

No. 5
Computed, not measured: an isolated molecule of CH3Cl2P, with ωB97M-V with the def2-TZVPD basis set.

Calculated values
2S+1	1
energy above the lowest of the compared OMol25 structures with the same formula, charge and spin	4.006	eV
DFT total energy	-1301.533494	Eh

```
7
CH3Cl2P | the Open Molecules 2025 dataset | ωB97M-V with the def2-TZVPD basis set
C -1.276 0.199 -0.383
P 2.375 -0.952 1.186
Cl 0.334 -0.616 0.149
Cl 3.195 0.637 0.294
H -2.074 -0.299 0.347
H -1.258 1.217 -0.173
H -1.296 -0.186 -1.420
```